ORCA calculation (ωB97M-V/def2-TZVPD) on a molecular structure, C16H14BrN2O3Pt.

Results
Kohn-Sham gap (alpha / beta): 6.842 / 4.534 eV
net charge: +1
2S+1: 5
<S²>: 6.023
calculated total energy: -99217.4106 eV
highest occupied orbital energy (alpha / beta): -0.40974 / -0.40967 Ha

Atoms and positions in Å:
Pt  -0.08  0.59  0.05
O  -3.14  -2.62  0.63
C  -4.02  -1.86  1.34
C  -5.24  -2.43  1.67
C  -6.17  -1.70  2.39
C  -5.90  -0.39  2.79
C  -4.67  0.17  2.47
C  -3.72  -0.56  1.76
C  -2.38  0.05  1.51
O  -1.92  -0.15  0.19
N  -1.38  -0.59  2.41
N  -0.09  -0.28  2.04
C  0.92  -0.81  2.61
C  2.26  -0.69  2.08
Br  2.38  -0.30  0.20
C  3.40  -0.96  2.73
C  3.50  -1.23  4.16
C  2.73  -0.54  5.10
C  2.85  -0.84  6.45
C  3.73  -1.83  6.87
C  4.51  -2.50  5.94
C  4.41  -2.20  4.59
H  -2.48  -2.05  0.23
H  -5.45  -3.43  1.34
H  -7.12  -2.14  2.63
H  -6.63  0.18  3.34
H  -4.45  1.19  2.76
H  -2.42  1.13  1.71
H  -1.57  -0.47  3.39
H  0.80  -1.43  3.49
H  4.32  -1.01  2.16
H  2.09  0.27  4.79
H  2.27  -0.29  7.18
H  3.82  -2.06  7.92
H  5.21  -3.26  6.27
H  5.03  -2.71  3.87
O  0.17  2.42  0.23

Mulliken atomic charge list, values in e, 2 entries: atom 1 (Pt): 1.59, atom 2 (O): -0.63